No. 1
Here is a structure of composition C61H74NO5PtSeTe in a non-equilibrium geometry from the Open Molecules 2025 dataset. Energies are from the ωB97M-V functional and the def2-TZVPD basis.

F_max	2.060	eV/Å
LUMO energy (spin up / spin down)	-0.7 / -0.7	eV
HOMO-LUMO gap (spin up / spin down)	6.3905 / 6.5632	eV
expectation value of S²	0.755
multiplicity	2
HOMO energy (spin up / spin down)	-7.1 / -7.3	eV
ΔE to the lowest compared entry with this formula, charge and spin	26.45	kcal/mol

Positions of all 144 atoms, in Å:
Pt1 -0.3203 -0.0550 0.1070
C1 1.2760 -0.4380 7.3329
C2 -0.2248 -0.5751 7.0774
C3 -0.6894 -1.9233 7.6454
C4 -0.9482 0.5601 7.8144
C5 -0.5517 -0.5161 5.5885
C6 0.3871 -0.2626 4.6097
C7 0.0192 -0.3043 3.2698
Se1 1.2795 0.2943 1.9768
C8 0.8250 2.1471 2.0153
C9 1.6131 3.0135 2.7537
C10 1.2414 4.3428 2.8667
C11 0.0886 4.7237 2.1835
C12 -0.7190 3.8839 1.4230
C13 -0.3515 2.5207 1.3595
O1 -1.1306 1.6047 0.7706
C14 -1.9220 4.5398 0.7328
C15 -2.7692 3.5955 -0.1123
C16 -1.4087 5.6556 -0.1944
C17 -2.8427 5.1528 1.7997
C18 2.0296 5.3663 3.6797
C19 1.1008 6.0486 4.6926
C20 2.6160 6.4254 2.7367
C21 3.1783 4.7135 4.4492
C22 -1.2592 -0.6711 2.8226
O2 -1.5162 -1.0082 1.5690
C23 -2.2700 -0.7065 3.8250
C24 -1.8721 -0.6803 5.1512
C25 -3.7555 -0.7959 3.4683
C26 -4.0979 0.1313 2.2940
C27 -4.0937 -2.2499 3.1259
C28 -4.6397 -0.3615 4.6447
H1 1.4772 -0.5482 8.4000
H2 1.6502 0.5405 7.0251
H3 1.8444 -1.2050 6.8035
H4 -0.4203 -2.0048 8.7011
H5 -0.2229 -2.7501 7.1068
H6 -1.7708 -2.0397 7.5647
H7 -0.6885 0.5550 8.8757
H8 -2.0318 0.4603 7.7344
H9 -0.6695 1.5288 7.3956
H10 1.4095 -0.0137 4.8621
H11 2.5004 2.6305 3.2395
H12 -0.2039 5.7646 2.2429
H13 -2.1844 3.0683 -0.8637
H14 -3.5318 4.1915 -0.6224
H15 -3.2647 2.8390 0.4957
H16 -0.6773 5.2608 -0.9023
H17 -0.9266 6.4614 0.3595
H18 -2.2382 6.0866 -0.7592
H19 -3.1814 4.3848 2.4976
H20 -3.7229 5.5946 1.3262
H21 -2.3452 5.9348 2.3742
H22 0.3015 6.6026 4.1991
H23 1.6649 6.7548 5.3061
H24 0.6403 5.3113 5.3527
H25 1.8282 6.9514 2.1949
H26 3.2772 5.9634 2.0016
H27 3.1907 7.1648 3.2995
H28 2.8205 3.9160 5.1033
H29 3.6718 5.4613 5.0723
H30 3.9297 4.2955 3.7767
H31 -2.6392 -0.7695 5.9072
H32 -3.5870 -0.1540 1.3794
H33 -3.8132 1.1610 2.5277
H34 -5.1753 0.1043 2.1171
H35 -3.4878 -2.5921 2.2898
H36 -5.1484 -2.3454 2.8561
H37 -3.8967 -2.8977 3.9833
H38 -4.3444 0.6180 5.0262
H39 -4.6192 -1.0740 5.4709
H40 -5.6752 -0.2935 4.3052
C29 2.3709 -0.9125 -4.4637
C30 1.5993 -1.3996 -3.2575
O3 0.3852 -1.5087 -3.3703
C31 2.3427 -1.7532 -2.0327
C32 3.7318 -1.9258 -2.1588
C33 4.5312 -2.2962 -1.1012
C34 3.9427 -2.4889 0.1460
C35 2.5884 -2.3064 0.3082
C36 1.7497 -1.9437 -0.7601
O4 0.4491 -1.8475 -0.4843
H41 1.6566 -0.5624 -5.2035
H42 2.9558 -1.7271 -4.8945
H43 3.0563 -0.1078 -4.2001
H44 4.1905 -1.8017 -3.1292
H45 5.5928 -2.4445 -1.2421
H46 4.5505 -2.7775 0.9947
H47 2.1164 -2.4514 1.2722
C37 -4.2453 -5.7491 -6.1901
C38 -3.7427 -4.6487 -5.2974
C39 -4.3849 -3.4197 -5.2395
C40 -3.9304 -2.3940 -4.4185
C41 -4.6408 -1.0766 -4.4782
C42 -2.8302 -2.6451 -3.5929
Te1 -2.0251 -1.3323 -2.0505
N1 -1.6028 0.5632 -1.7583
C43 -0.5411 1.2036 -2.3318
O5 0.5280 1.2799 -1.7079
C44 -0.7351 1.9125 -3.6300
C45 -1.0741 1.2227 -4.7916
C46 -1.2808 1.9195 -5.9718
C47 -1.1744 3.3041 -5.9942
C48 -0.8478 3.9907 -4.8346
C49 -0.6208 3.2963 -3.6554
C50 -3.9845 -1.1408 -1.2758
C51 -4.8197 -0.0231 -1.3728
C52 -4.4829 1.2840 -2.0381
C53 -6.0936 -0.1166 -0.8155
C54 -6.5557 -1.2634 -0.1917
C55 -7.9283 -1.3144 0.4185
C56 -5.7051 -2.3559 -0.1226
C57 -4.4172 -2.3138 -0.6394
C58 -3.5459 -3.5361 -0.4906
C59 -2.1119 -3.8497 -3.6755
C60 -0.8461 -4.1866 -2.9154
C61 -2.6087 -4.8350 -4.5240
H48 -5.0929 -5.4183 -6.7883
H49 -4.5642 -6.6105 -5.6012
H50 -3.4619 -6.0907 -6.8679
H51 -5.2546 -3.2467 -5.8640
H52 -5.1264 -0.9545 -5.4460
H53 -3.9561 -0.2401 -4.3507
H54 -5.4040 -1.0037 -3.7020
H55 -1.1501 0.1432 -4.7763
H56 -1.5287 1.3797 -6.8767
H57 -1.3450 3.8464 -6.9151
H58 -0.7679 5.0698 -4.8449
H59 -0.3597 3.8263 -2.7484
H60 -3.6486 1.2335 -2.7289
H61 -4.2136 2.0224 -1.2890
H62 -5.3595 1.6499 -2.5760
H63 -6.7473 0.7474 -0.8860
H64 -8.6544 -0.7763 -0.1912
H65 -7.9235 -0.8501 1.4080
H66 -8.2716 -2.3415 0.5367
H67 -6.0414 -3.2659 0.3615
H68 -4.0309 -4.2625 0.1596
H69 -2.5814 -3.2892 -0.0380
H70 -3.3654 -4.0264 -1.4517
H71 -0.5979 -3.5165 -2.0972
H72 0.0056 -4.1727 -3.5988
H73 -0.9222 -5.1949 -2.5071
H74 -2.0740 -5.7779 -4.5819

No. 2
Here is a structure of composition C61H75As2O5P2S6Si3W in a non-equilibrium geometry from the Open Molecules 2025 dataset. Energies are from the ωB97M-V functional and the def2-TZVPD basis.

F_max	3.530	eV/Å
LUMO energy	-3.2	eV
HOMO-LUMO gap	5.7734	eV
HOMO energy	-9.0	eV
total charge	+1

Positions of all 155 atoms, in Å:
W1 0.0304 0.2371 1.0240
O1 -0.1587 0.5399 -1.1634
P1 -0.3315 -0.0730 -2.5398
C1 -0.7223 -1.8260 -2.3766
P2 0.5535 -2.6210 -1.3456
O2 0.9215 -1.7183 -0.2029
C2 -0.0458 -4.2741 -1.0145
C3 -1.3889 -4.6178 -1.1706
C4 -1.7874 -5.9387 -1.0312
C5 -0.8524 -6.9187 -0.7316
C6 0.4850 -6.5804 -0.5652
C7 0.8911 -5.2648 -0.7108
C8 1.9398 -2.8346 -2.4643
C9 3.1187 -2.1277 -2.2832
C10 4.1482 -2.2640 -3.2064
C11 4.0003 -3.1066 -4.2984
C12 2.8236 -3.8271 -4.4744
C13 1.7940 -3.6921 -3.5583
C14 1.1350 0.1400 -3.5399
C15 1.1653 -0.4306 -4.8149
C16 2.2042 -0.1379 -5.6793
C17 3.1951 0.7598 -5.2943
C18 3.1648 1.3297 -4.0319
C19 2.1414 1.0103 -3.1457
C20 -1.6233 0.6478 -3.5534
C21 -2.8774 0.0524 -3.6757
C22 -3.8326 0.6021 -4.5175
C23 -3.5290 1.7273 -5.2691
C24 -2.2717 2.3118 -5.1746
C25 -1.3225 1.7806 -4.3179
H1 -0.7493 -2.3165 -3.3525
H2 -1.6982 -1.8949 -1.8959
H3 -2.1330 -3.8650 -1.3982
H4 -2.8299 -6.2007 -1.1588
H5 -1.1644 -7.9501 -0.6282
H6 1.2155 -7.3449 -0.3346
H7 1.9380 -5.0034 -0.6020
H8 3.2236 -1.4688 -1.4294
H9 5.0679 -1.7085 -3.0675
H10 4.8075 -3.2106 -5.0124
H11 2.7121 -4.4929 -5.3203
H12 0.8801 -4.2639 -3.6830
H13 0.3712 -1.0945 -5.1393
H14 2.2338 -0.5938 -6.6603
H15 3.9890 1.0135 -5.9850
H16 3.9307 2.0325 -3.7296
H17 2.1478 1.4147 -2.1423
H18 -3.1166 -0.8468 -3.1258
H19 -4.8113 0.1464 -4.5917
H20 -4.2707 2.1471 -5.9362
H21 -2.0289 3.1806 -5.7724
H22 -0.3403 2.2331 -4.2573
O3 -1.1713 -0.5869 2.4648
C26 -1.4002 -1.5140 1.6032
O4 -1.4197 -1.1611 0.3727
C27 -1.1405 -2.8832 2.0208
C28 -1.9681 -3.9858 1.9453
C29 -1.4960 -5.2088 2.3978
C30 -0.1959 -5.3081 2.8740
C31 0.6408 -4.1979 2.9312
C32 0.1783 -2.9516 2.5267
S1 1.2352 -1.5119 2.6214
H23 -2.9810 -3.8730 1.5771
H24 -2.1395 -6.0785 2.3824
H25 0.1752 -6.2648 3.2201
H26 1.6518 -4.2862 3.3098
C33 -0.9191 4.1361 1.1651
As1 0.2787 2.8552 0.3604
C34 1.8751 3.8905 0.6661
C35 0.1328 3.4888 -1.4747
H27 -0.7897 5.0769 0.6333
H28 -0.6393 4.2659 2.2082
H29 -1.9520 3.8170 1.0960
H30 1.5849 4.9326 0.7828
H31 2.5240 3.7702 -0.1816
H32 2.3938 3.5490 1.5635
H33 0.2173 4.5721 -1.4266
H34 -0.8214 3.2233 -1.9197
H35 0.9379 3.0884 -2.0849
C36 -3.3184 0.7959 4.0724
C37 -3.7708 1.8604 3.0781
C38 -5.3061 2.0054 3.2153
C39 -3.1385 3.1908 3.5090
Si1 -3.3236 1.4132 1.2991
O5 -1.6814 1.2982 0.9610
C40 -3.9546 2.6371 0.0165
C41 -5.1686 3.3309 0.0933
C42 -5.5804 4.1818 -0.9242
C43 -4.7958 4.3530 -2.0553
C44 -3.5986 3.6599 -2.1664
C45 -3.1948 2.8136 -1.1430
C46 -4.1995 -0.1950 0.7637
C47 -4.1693 -0.4906 -0.6063
C48 -4.7443 -1.6390 -1.1261
C49 -5.3858 -2.5403 -0.2798
C50 -5.4498 -2.2653 1.0752
C51 -4.8649 -1.1069 1.5865
H36 -3.6064 1.0978 5.0849
H37 -2.2474 0.6800 4.0585
H38 -3.7508 -0.1855 3.8878
H39 -5.5747 1.9868 4.2750
H40 -5.8604 1.2098 2.7125
H41 -5.6498 2.9584 2.8174
H42 -3.4990 3.4604 4.5072
H43 -3.3913 4.0080 2.8278
H44 -2.0508 3.1150 3.5655
H45 -5.8139 3.2071 0.9488
H46 -6.5168 4.7167 -0.8292
H47 -5.1150 5.0218 -2.8447
H48 -2.9811 3.7809 -3.0473
H49 -2.2681 2.2604 -1.2432
H50 -3.6886 0.2115 -1.2779
H51 -4.7265 -1.8310 -2.1943
H52 -5.8409 -3.4389 -0.6779
H53 -5.9615 -2.9456 1.7452
H54 -4.9507 -0.9243 2.6472
C52 2.6825 4.2463 4.7585
S2 0.8968 4.5488 4.6911
C53 0.3348 3.0524 5.4173
C54 0.1754 1.8845 4.7680
S3 0.6755 1.6732 3.0962
S4 -0.3204 0.5299 5.7539
C55 -0.3836 1.3564 7.2779
S5 -0.7654 0.6140 8.6819
S6 -0.0034 3.0361 7.1316
H55 3.1625 5.1305 4.3398
H56 2.9301 3.3674 4.1641
H57 2.9958 4.1169 5.7919
C56 4.5961 3.2879 -0.8063
Si2 4.4260 1.6202 0.0491
C57 5.3635 0.5898 -1.1962
C58 5.4316 1.8780 1.6104
As2 2.4036 0.5926 0.7094
Si3 4.1739 -1.2928 1.4812
C59 3.5246 -2.9881 0.9986
C60 4.2151 -1.0105 3.3387
C61 5.9814 -1.5698 1.0286
H58 5.6303 3.3475 -1.1597
H59 4.4327 4.1232 -0.1267
H60 3.9374 3.4252 -1.6709
H61 6.4297 0.8031 -1.0920
H62 5.0559 0.8553 -2.2078
H63 5.2130 -0.4810 -1.0693
H64 5.7051 2.9297 1.7074
H65 6.3398 1.2757 1.6328
H66 4.8361 1.5943 2.4825
H67 2.4423 -3.0330 1.0035
H68 3.8970 -3.7183 1.7269
H69 3.8830 -3.2794 0.0077
H70 3.5493 -0.1920 3.6185
H71 5.2244 -0.7713 3.6838
H72 3.8641 -1.9013 3.8646
H73 6.0942 -2.1377 0.1033
H74 6.3801 -2.1759 1.8472
H75 6.5931 -0.6723 0.9450

no.,electronic energy (eV)
1,-152070.372
2,-305436.174